No. 1
{"formula": "C32H31N9S3Ti", "method": "ωB97M-V with the def2-TZVPD basis set", "charge": 2, "multiplicity": 3, "orbital_gap_ev": [6.56, 7.58], "fmax_ev_per_a": 0.3, "s2": 2.01, "energy_ha": -3774.59955, "species": ["Ti", "C", "C", "C", "C", "C", "C", "N", "C", "C", "C", "C", "C", "N", "C", "C", "C", "C", "C", "C", "N", "H", "H", "H", "H", "H", "H", "H", "H", "H", "H", "H", "H", "H", "H", "H", "C", "C", "N", "C", "C", "S", "C", "C", "S", "C", "N", "C", "H", "H", "H", "H", "H", "H", "H", "H", "N", "C", "N", "S", "H", "H", "H", "H", "N", "C", "C", "C", "C", "N", "C", "C", "H", "H", "H", "H"], "coordinates": [[0.127, 0.070, -0.268], [-1.345, -2.019, -2.828], [-1.385, -2.674, -1.483], [-1.753, -4.013, -1.388], [-1.802, -4.628, -0.157], [-1.513, -3.879, 0.971], [-1.163, -2.549, 0.816], [-1.070, -1.955, -0.393], [-0.906, -1.693, 2.005], [-1.156, -2.103, 3.309], [-0.940, -1.216, 4.348], [-0.494, 0.064, 4.062], [-0.261, 0.411, 2.739], [-0.451, -0.462, 1.744], [0.174, 1.768, 2.321], [0.499, 2.740, 3.254], [0.876, 3.994, 2.812], [0.905, 4.232, 1.453], [0.568, 3.217, 0.563], [0.588, 3.506, -0.904], [0.211, 1.992, 0.993], [-1.934, -2.596, -3.539], [-0.326, -1.962, -3.215], [-1.755, -1.013, -2.780], [-2.002, -4.552, -2.290], [-2.071, -5.671, -0.068], [-1.547, -4.335, 1.947], [-1.534, -3.092, 3.515], [-1.134, -1.513, 5.369], [-0.347, 0.777, 4.857], [0.468, 2.525, 4.311], [1.145, 4.768, 3.517], [1.193, 5.199, 1.065], [-0.414, 3.747, -1.264], [0.951, 2.660, -1.486], [1.226, 4.363, -1.113], [-3.155, 1.496, 0.430], [-2.611, 1.686, -0.947], [-1.493, 1.152, -1.374], [-1.228, 1.507, -2.679], [-2.164, 2.310, -3.248], [-3.403, 2.639, -2.119], [-0.003, 0.966, -3.267], [0.381, 1.011, -4.568], [1.832, 0.134, -4.771], [1.838, -0.277, -3.118], [0.846, 0.251, -2.436], [2.891, -1.177, -2.557], [-2.722, 0.599, 0.872], [-4.239, 1.395, 0.413], [-2.904, 2.351, 1.060], [-2.185, 2.718, -4.244], [-0.119, 1.484, -5.397], [3.246, -1.861, -3.327], [2.508, -1.766, -1.724], [3.750, -0.602, -2.208], [3.519, -5.616, 1.140], [2.808, -5.067, 0.151], [2.732, -5.739, -1.005], [2.028, -3.582, 0.354], [3.986, -6.503, 1.055], [3.585, -5.119, 2.009], [3.189, -6.624, -1.154], [2.187, -5.344, -1.748], [7.176, 0.886, 2.535], [6.133, 0.731, 2.083], [4.827, 0.541, 1.519], [3.976, -0.430, 2.027], [2.730, -0.573, 1.444], [2.314, 0.168, 0.412], [3.142, 1.106, -0.064], [4.403, 1.328, 0.452], [4.270, -1.064, 2.851], [2.049, -1.329, 1.810], [2.788, 1.695, -0.903], [5.039, 2.094, 0.033]], "forces_ev_per_a": [[0.000, -0.063, -0.194], [-0.037, -0.013, -0.069], [0.082, -0.103, 0.012], [-0.003, 0.047, -0.096], [0.017, -0.007, 0.089], [0.000, 0.090, -0.114], [-0.090, -0.138, 0.192], [0.146, 0.251, 0.145], [-0.045, -0.217, -0.044], [-0.026, -0.054, -0.071], [0.038, 0.065, -0.067], [0.003, -0.018, 0.000], [0.093, 0.244, 0.181], [-0.038, 0.049, -0.190], [-0.109, -0.104, 0.167], [-0.002, -0.060, -0.027], [0.005, 0.026, 0.004], [-0.011, -0.030, -0.058], [-0.013, 0.019, 0.169], [0.010, -0.001, -0.131], [0.098, 0.200, -0.120], [-0.002, 0.007, -0.004], [-0.020, -0.012, 0.051], [-0.004, 0.000, 0.002], [-0.008, -0.012, 0.004], [-0.015, -0.006, -0.007], [-0.007, -0.018, 0.012], [-0.004, -0.001, 0.016], [-0.002, 0.001, 0.011], [-0.016, -0.021, 0.024], [0.016, 0.015, 0.006], [-0.005, 0.012, 0.001], [0.000, 0.011, 0.001], [-0.013, -0.001, 0.012], [-0.030, 0.003, 0.021], [-0.011, 0.005, 0.005], [0.016, 0.003, -0.014], [-0.045, -0.107, 0.136], [-0.068, 0.025, 0.147], [0.016, 0.025, -0.149], [0.089, -0.034, 0.043], [-0.009, 0.012, -0.079], [-0.021, 0.028, -0.178], [0.038, 0.038, 0.130], [-0.136, -0.053, -0.097], [0.189, 0.010, 0.195], [-0.158, -0.072, -0.054], [0.040, 0.054, -0.037], [-0.015, 0.018, -0.024], [-0.002, 0.018, 0.009], [0.000, -0.004, 0.012], [0.000, 0.013, -0.013], [0.009, 0.022, -0.016], [0.018, 0.007, 0.015], [-0.027, 0.014, 0.006], [0.006, 0.005, 0.011], [0.034, -0.046, 0.029], [-0.049, 0.069, -0.023], [0.021, -0.043, -0.006], [-0.015, -0.071, -0.045], [-0.011, 0.007, -0.025], [0.003, -0.009, 0.003], [0.004, 0.007, 0.008], [0.005, -0.013, -0.001], [0.030, -0.001, 0.016], [0.071, 0.022, 0.038], [0.041, -0.011, 0.020], [-0.111, 0.052, -0.119], [0.075, -0.073, 0.079], [-0.173, -0.075, 0.058], [0.214, -0.028, -0.014], [-0.140, 0.026, -0.072], [0.026, 0.006, 0.008], [0.017, 0.034, 0.030], [-0.007, -0.040, 0.023], [0.025, -0.003, 0.017]]}

***

No. 2
{"formula": "C32H32AsBrF6InN5O2Sb", "method": "ωB97M-V with the def2-TZVPD basis set", "charge": 2, "multiplicity": 2, "orbital_gap_ev": [8.20, 5.70], "fmax_ev_per_a": 1.4, "s2": 0.76, "energy_ha": -7501.99500, "species": ["In", "C", "N", "C", "C", "N", "C", "C", "C", "C", "C", "C", "N", "C", "N", "C", "C", "C", "C", "C", "C", "N", "H", "H", "H", "H", "H", "H", "H", "H", "H", "H", "H", "H", "H", "H", "H", "C", "As", "C", "C", "C", "C", "C", "C", "C", "C", "H", "H", "H", "H", "H", "H", "H", "H", "H", "H", "H", "H", "H", "Br", "C", "C", "C", "C", "C", "C", "C", "O", "O", "H", "H", "H", "H", "F", "Sb", "F", "F", "F", "F", "F"], "coordinates": [[0.690, -0.227, -1.682], [-0.987, -2.774, -2.831], [0.431, -2.401, -2.754], [1.172, -2.404, -4.023], [1.586, -1.021, -4.422], [1.433, 0.045, -3.668], [2.068, 1.107, -4.307], [2.267, 2.425, -3.913], [3.016, 3.221, -4.756], [3.531, 2.733, -5.966], [3.313, 1.433, -6.376], [2.588, 0.623, -5.513], [2.246, -0.725, -5.549], [-1.869, -1.726, -2.229], [-1.490, -0.489, -1.993], [-2.611, 0.192, -1.516], [-2.810, 1.524, -1.167], [-4.063, 1.878, -0.709], [-5.109, 0.950, -0.621], [-4.941, -0.363, -1.013], [-3.677, -0.717, -1.463], [-3.162, -1.919, -1.929], [-1.171, -3.730, -2.337], [-1.287, -2.886, -3.876], [0.902, -3.016, -2.098], [0.583, -2.857, -4.823], [2.085, -2.994, -3.917], [1.858, 2.795, -2.983], [3.231, 4.242, -4.473], [4.123, 3.389, -6.588], [3.704, 1.059, -7.312], [2.516, -1.373, -6.272], [-2.025, 2.259, -1.274], [-4.251, 2.905, -0.429], [-6.074, 1.278, -0.260], [-5.758, -1.073, -0.991], [-3.686, -2.772, -2.049], [2.793, -1.546, 4.461], [1.762, -0.766, 3.007], [0.941, 0.787, 3.879], [0.352, -2.160, 2.660], [-0.599, -2.048, 3.784], [-0.413, -2.766, 4.972], [-1.353, -2.696, 5.983], [-2.477, -1.891, 5.836], [-2.671, -1.170, 4.662], [-1.734, -1.237, 3.649], [2.176, -1.572, 5.358], [3.678, -0.943, 4.662], [3.119, -2.546, 4.184], [1.085, 0.723, 4.955], [-0.116, 0.863, 3.641], [1.445, 1.680, 3.508], [0.902, -3.098, 2.622], [-0.104, -1.937, 1.703], [0.454, -3.408, 5.075], [-1.217, -3.272, 6.889], [-3.201, -1.824, 6.636], [-3.557, -0.560, 4.543], [-1.879, -0.697, 2.720], [-2.125, 6.074, 3.517], [-1.421, 4.656, 2.489], [-1.962, 3.382, 2.622], [-1.446, 2.343, 1.873], [-0.396, 2.574, 0.987], [0.123, 3.860, 0.842], [-0.381, 4.899, 1.601], [0.107, 1.480, 0.128], [0.642, 1.779, -0.993], [-0.032, 0.270, 0.457], [-2.793, 3.220, 3.295], [-1.876, 1.352, 1.940], [0.921, 4.032, 0.132], [0.020, 5.899, 1.506], [2.722, -0.005, 0.153], [3.399, -1.778, -0.182], [1.468, -2.181, -0.200], [3.495, -2.527, 1.546], [3.595, -3.502, -0.900], [5.103, -1.059, -0.106], [3.080, -1.280, -2.017]], "forces_ev_per_a": [[-0.143, -0.416, 0.103], [-0.169, -0.051, -0.060], [0.128, 0.129, 0.216], [0.126, -0.028, -0.174], [-0.001, 0.161, -0.121], [-0.180, -0.063, 0.190], [0.226, -0.013, -0.422], [-0.066, -0.014, 0.051], [0.006, 0.008, 0.082], [-0.008, -0.061, -0.045], [0.063, -0.116, -0.102], [-0.097, 0.358, 0.360], [0.043, -0.061, -0.067], [-0.133, 0.058, 0.010], [0.321, -0.193, -0.083], [-0.467, -0.173, 0.046], [0.096, -0.008, -0.012], [0.056, 0.087, -0.029], [-0.031, -0.061, -0.023], [-0.051, -0.047, -0.048], [0.177, 0.337, 0.074], [-0.010, -0.035, -0.041], [0.055, -0.002, -0.035], [0.041, -0.063, 0.022], [0.013, 0.053, 0.001], [0.008, -0.009, 0.032], [-0.058, -0.032, 0.065], [0.047, 0.036, 0.005], [-0.055, 0.020, -0.012], [-0.035, 0.016, -0.026], [0.037, 0.028, 0.000], [-0.052, -0.053, 0.029], [0.013, 0.022, 0.021], [0.011, 0.004, 0.003], [-0.016, -0.009, -0.016], [-0.007, 0.009, 0.044], [0.065, -0.048, -0.022], [0.318, 0.038, -0.224], [-0.744, -0.292, 1.179], [0.241, 0.167, -0.366], [0.242, 0.261, -0.200], [-0.220, -0.015, 0.257], [0.014, 0.006, -0.211], [-0.025, 0.072, 0.100], [0.047, 0.015, -0.020], [0.000, 0.069, 0.081], [0.086, -0.175, -0.085], [-0.088, 0.035, -0.058], [-0.045, 0.078, -0.043], [-0.050, -0.009, -0.041], [0.033, -0.167, -0.011], [0.044, -0.102, -0.057], [-0.010, 0.006, 0.011], [0.053, 0.036, -0.013], [0.103, 0.042, -0.060], [-0.012, -0.020, 0.032], [0.014, 0.005, 0.004], [-0.026, -0.042, -0.012], [0.000, 0.009, 0.006], [-0.037, -0.017, 0.016], [0.082, -0.158, -0.119], [-0.025, 0.061, 0.049], [-0.111, 0.024, 0.052], [0.115, -0.027, -0.059], [0.083, 0.028, -0.112], [-0.040, -0.135, -0.004], [0.011, 0.133, 0.074], [-0.288, 0.527, 0.730], [0.117, -0.179, -0.246], [0.089, -0.157, -0.476], [0.015, -0.013, 0.021], [-0.007, 0.018, 0.017], [0.016, 0.049, 0.011], [0.015, -0.005, -0.014], [0.040, -0.417, 0.112], [-0.123, -0.624, -0.469], [0.084, 0.443, -0.093], [-0.167, 0.539, -0.040], [0.324, 0.253, 0.136], [0.036, -0.335, -0.101], [-0.155, 0.204, 0.229]]}

***

No. 3
{"formula": "C32H32AsN3O4P2S5Tc", "method": "ωB97M-V with the def2-TZVPD basis set", "charge": 3, "multiplicity": 1, "orbital_gap_ev": [6.24, 6.24], "fmax_ev_per_a": 2.2, "energy_ha": -6693.21350, "species": ["Tc", "O", "C", "O", "C", "C", "N", "N", "C", "C", "O", "O", "H", "H", "H", "C", "N", "P", "C", "C", "C", "C", "C", "C", "C", "C", "C", "C", "C", "C", "P", "C", "C", "C", "C", "C", "C", "C", "C", "C", "C", "C", "C", "H", "H", "H", "H", "H", "H", "H", "H", "H", "H", "H", "H", "H", "H", "H", "H", "H", "H", "H", "H", "H", "H", "H", "S", "As", "S", "S", "S", "C", "S", "C", "H", "H", "H", "H", "H", "H"], "coordinates": [[-0.093, 1.419, -1.253], [5.892, -0.600, -3.306], [4.974, -0.355, -2.402], [5.052, -0.705, -1.258], [3.763, 0.485, -2.752], [3.692, 1.814, -3.118], [2.467, 2.263, -2.788], [1.732, 1.319, -2.227], [2.493, 0.215, -2.213], [1.980, -1.041, -1.694], [2.456, -2.118, -1.687], [0.673, -0.810, -1.138], [5.713, -0.305, -4.207], [4.429, 2.457, -3.574], [2.123, 3.236, -2.846], [-2.673, -2.228, 0.112], [-1.540, -1.307, -0.154], [-1.868, 0.391, -0.001], [-2.638, 0.576, 1.610], [-1.835, 0.875, 2.713], [-2.403, 0.969, 3.972], [-3.767, 0.758, 4.134], [-4.562, 0.442, 3.040], [-4.007, 0.355, 1.774], [-3.042, 0.694, -1.331], [-2.726, 0.155, -2.588], [-3.409, 0.589, -3.714], [-4.376, 1.578, -3.599], [-4.687, 2.115, -2.352], [-4.013, 1.690, -1.220], [0.012, -1.884, -0.072], [0.051, -3.556, -0.636], [-0.314, -3.841, -1.955], [-0.282, -5.150, -2.389], [0.094, -6.165, -1.513], [0.459, -5.875, -0.204], [0.449, -4.565, 0.243], [0.841, -1.535, 1.470], [2.091, -0.912, 1.522], [2.722, -0.765, 2.746], [2.120, -1.235, 3.908], [0.869, -1.838, 3.857], [0.228, -1.992, 2.641], [-2.828, -2.400, 1.178], [-2.503, -3.179, -0.387], [-3.579, -1.787, -0.300], [-0.770, 1.028, 2.575], [-1.787, 1.211, 4.827], [-4.209, 0.831, 5.118], [-5.620, 0.263, 3.174], [-4.639, 0.111, 0.930], [-1.977, -0.629, -2.670], [-3.180, 0.167, -4.684], [-4.883, 1.941, -4.483], [-5.444, 2.883, -2.268], [-4.238, 2.135, -0.259], [-0.609, -3.044, -2.629], [-0.548, -5.387, -3.410], [0.109, -7.191, -1.856], [0.753, -6.671, 0.466], [0.752, -4.324, 1.254], [2.602, -0.578, 0.628], [3.704, -0.310, 2.788], [2.636, -1.150, 4.855], [0.403, -2.205, 4.762], [-0.741, -2.476, 2.595], [1.625, 5.411, -2.371], [0.042, 5.080, -1.074], [-1.092, 3.275, -1.923], [0.743, 2.681, 0.654], [-0.878, 6.396, 0.164], [2.575, 2.870, 2.945], [2.777, 2.643, 1.170], [3.404, 4.282, 0.763], [1.955, 3.744, 3.134], [3.567, 3.006, 3.377], [2.117, 1.974, 3.356], [4.367, 4.395, 1.262], [2.709, 5.047, 1.103], [3.545, 4.343, -0.312]], "forces_ev_per_a": [[-1.385, 1.697, 0.354], [0.492, -0.232, 0.006], [-0.471, 0.285, 0.083], [0.157, -0.113, -0.172], [-0.076, -0.061, 0.367], [0.102, -0.175, -0.097], [0.154, 0.357, -0.061], [0.491, -0.627, -0.143], [0.348, 0.403, -0.337], [-0.022, -0.405, 0.094], [0.049, 0.220, -0.045], [0.257, 0.245, -0.017], [-0.243, 0.072, -0.015], [-0.039, 0.086, 0.047], [-0.124, -0.007, 0.025], [-0.227, -0.172, 0.000], [0.285, -0.143, 0.239], [-0.315, -0.739, 0.208], [0.209, 0.257, -0.232], [0.103, 0.024, -0.109], [0.011, -0.014, 0.024], [0.061, -0.031, -0.014], [-0.074, -0.024, 0.015], [0.001, -0.031, 0.001], [0.120, 0.147, 0.078], [0.124, -0.026, 0.135], [0.009, 0.096, -0.142], [0.048, -0.029, 0.005], [0.050, 0.053, 0.027], [-0.093, -0.103, 0.031], [-0.474, 0.182, 0.061], [0.154, 0.491, 0.245], [-0.067, 0.018, -0.035], [-0.042, 0.040, -0.071], [0.039, 0.047, 0.086], [-0.039, -0.081, 0.005], [0.065, 0.081, 0.032], [-0.137, -0.234, -0.308], [0.005, -0.102, -0.016], [0.021, 0.043, -0.013], [-0.017, -0.010, -0.012], [-0.030, -0.022, 0.041], [-0.066, -0.005, -0.099], [0.051, 0.076, -0.002], [0.011, 0.028, -0.002], [0.029, -0.008, -0.049], [-0.020, 0.054, 0.048], [-0.003, -0.001, 0.005], [-0.012, 0.013, -0.001], [-0.006, 0.022, -0.008], [-0.013, 0.010, 0.003], [-0.043, -0.020, -0.029], [-0.002, -0.015, 0.007], [-0.047, -0.051, 0.003], [-0.023, -0.019, -0.005], [0.009, 0.039, -0.018], [-0.011, -0.039, -0.038], [-0.012, -0.005, 0.002], [0.005, -0.002, -0.014], [0.017, 0.006, 0.002], [0.024, -0.073, -0.006], [0.038, 0.003, 0.024], [0.022, -0.041, -0.001], [-0.007, 0.027, 0.007], [0.003, 0.002, 0.005], [-0.005, 0.004, 0.073], [-0.356, -0.252, 0.452], [0.109, 0.771, -0.174], [0.881, -0.953, 0.541], [-0.003, -0.243, -0.462], [0.279, -0.733, -0.399], [0.087, -0.094, 0.153], [-0.382, 0.184, -0.089], [0.093, 0.002, -0.052], [-0.023, 0.006, -0.078], [0.030, 0.002, -0.063], [-0.014, -0.019, -0.082], [-0.005, -0.084, 0.024], [-0.064, -0.043, 0.014], [-0.049, -0.013, -0.065]]}

***

Question: Look up the multiplicity of the third one.
Answer: 1

***

Question: Which of these has the lowest multiplicity?
Answer: C32H32AsN3O4P2S5Tc

***

Question: Look up the multiplicity of the first one.
Answer: 3